ORCA calculation (ωB97M-V/def2-TZVPD) on a structure of composition C56H54N7OPSSiW.

Atoms and positions in Å:
W 0.320 -0.031 0.200
C 1.004 -4.919 -0.355
N 1.627 -3.652 -0.549
C 1.019 -2.436 -0.376
N 1.878 -1.452 -0.588
C 3.138 -2.025 -0.974
C 2.939 -3.394 -0.984
C 3.980 -4.378 -1.373
C 5.324 -4.129 -0.959
C 6.363 -4.879 -1.472
C 6.086 -5.845 -2.464
C 4.771 -6.222 -2.730
C 3.711 -5.493 -2.210
C 4.172 -1.252 -1.883
C 4.062 -1.598 -3.171
C 5.162 -1.448 -3.952
C 6.344 -0.851 -3.498
C 6.363 -0.221 -2.236
C 5.224 -0.429 -1.469
P -0.655 -2.277 0.382
C -0.864 -1.346 1.977
N -0.425 -0.083 2.225
C -0.709 0.134 3.609
C -1.401 -1.014 4.148
N -1.413 -1.984 3.105
C -1.705 -3.419 3.234
C -1.610 -1.116 5.631
C -2.795 -1.565 6.251
C -3.067 -1.266 7.561
C -2.156 -0.613 8.400
C -0.927 -0.275 7.844
C -0.637 -0.556 6.510
C -0.806 1.538 4.092
C -2.215 1.970 4.246
C -2.474 3.245 4.777
C -1.425 3.911 5.473
C -0.099 3.544 5.313
C 0.230 2.453 4.441
C -1.941 -1.472 -0.784
N -1.790 -0.178 -1.027
C -2.897 0.143 -1.879
C -3.748 -0.914 -2.048
N -3.010 -2.071 -1.448
C -3.161 -3.528 -1.508
C -4.993 -1.011 -2.843
C -4.905 -1.967 -3.902
C -5.875 -1.883 -4.881
C -6.816 -0.837 -4.855
C -6.918 0.098 -3.790
C -5.952 0.002 -2.779
C -3.083 1.603 -2.300
C -4.326 1.942 -2.638
C -4.922 2.666 -3.494
C -3.988 3.198 -4.461
C -2.562 3.273 -3.891
C -2.209 2.768 -2.610
H 0.203 -4.842 0.378
H 1.711 -5.645 0.100
H 0.554 -5.308 -1.297
H 5.507 -3.388 -0.184
H 7.397 -4.711 -1.166
H 6.925 -6.288 -3.014
H 4.584 -7.066 -3.397
H 2.699 -5.734 -2.460
H 3.042 -1.800 -3.577
H 5.251 -1.858 -4.962
H 7.288 -1.143 -3.921
H 7.279 0.219 -1.802
H 5.253 0.102 -0.302
H -1.050 -3.956 3.947
H -1.507 -3.895 2.232
H -2.769 -3.580 3.455
H -3.528 -2.120 5.680
H -4.030 -1.597 7.985
H -2.395 -0.379 9.424
H -0.166 0.227 8.461
H 0.375 -0.366 6.139
H -2.981 1.220 3.968
H -3.416 3.763 4.625
H -1.683 4.802 6.071
H 0.613 4.308 5.578
H 1.238 2.494 3.923
H -4.172 -3.784 -1.821
H -3.047 -3.943 -0.450
H -2.463 -3.988 -2.232
H -4.046 -2.635 -3.975
H -5.888 -2.617 -5.671
H -7.454 -0.734 -5.728
H -7.673 0.860 -3.787
H -5.993 0.681 -1.913
H -13.540 1.485 7.387
H -5.983 2.899 -3.534
H -4.511 3.769 -5.224
H -1.707 3.699 -4.410
H -1.222 2.969 -2.161
C 4.045 6.596 -0.630
Si 2.623 5.348 -0.469
C 2.003 5.107 -2.225
C 1.148 5.813 0.712
C 2.814 3.638 0.293
C 4.079 3.349 0.877
C 4.352 2.469 1.852
C 3.548 1.354 1.846
N 2.467 1.331 1.015
C 2.059 2.401 0.379
S 0.377 2.212 -0.390
H 3.848 7.257 -1.494
H 5.056 6.167 -0.736
H 4.045 7.197 0.317
H 2.291 5.930 -2.888
H 0.906 5.009 -2.183
H 2.393 4.145 -2.663
H 0.492 6.603 0.314
H 1.450 6.087 1.742
H 0.664 4.816 0.705
H 4.760 4.099 0.528
H 5.173 2.671 2.552
H 3.852 0.486 2.414
H -12.943 2.259 6.606
O 1.342 -0.564 -9.477
H 0.937 -1.412 -9.071
H 2.285 -0.943 -9.327

Output
**LUMO energy (alpha / beta)**: -7.606 / -7.299 eV
**Charge**: +2
**Molecular weight**: 1116.1 g/mol
**ΔE to the lowest compared entry with this formula, charge and spin**: 0.0 kcal/mol
**Expectation value of S²**: 2.2314
**Frontier orbital gap (alpha / beta)**: 2.492 / 2.820 eV
**Multiplicity**: 3

Atom charges from the Löwdin analysis, given in e for atoms 1 to 99:
1. W 1.050
2. C -0.047
3. N -0.055
4. C -0.494
5. N -0.026
6. C -0.073
7. C -0.101
8. C -0.144
9. C -0.025
10. C -0.056
11. C -0.059
12. C -0.072
13. C -0.027
14. C -0.198
15. C -0.086
16. C -0.075
17. C -0.067
18. C -0.077
19. C -0.054
20. P 0.996
21. C -0.461
22. N -0.026
23. C -0.132
24. C -0.059
25. N -0.046
26. C -0.023
27. C -0.151
28. C -0.048
29. C -0.081
30. C -0.053
31. C -0.065
32. C -0.028
33. C -0.168
34. C -0.004
35. C -0.066
36. C -0.082
37. C -0.076
38. C -0.023
39. C -0.416
40. N 0.011
41. C -0.106
42. C -0.049
43. N -0.033
44. C -0.034
45. C -0.139
46. C -0.005
47. C -0.042
48. C -0.027
49. C -0.032
50. C -0.065
51. C -0.054
52. C 0.045
53. C -0.079
54. C 0.095
55. C 0.019
56. C 0.033
57. H 0.050
58. H 0.121
59. H 0.109
60. H 0.121
61. H 0.115
62. H 0.116
63. H 0.114
64. H 0.095
65. H 0.148
66. H 0.116
67. H 0.105
68. H 0.117
69. H 0.174
70. H 0.111
71. H 0.049
72. H 0.096
73. H 0.108
74. H 0.120
75. H 0.109
76. H 0.119
77. H 0.120
78. H 0.119
79. H 0.103
80. H 0.115
81. H 0.101
82. H 0.120
83. H 0.085
84. H 0.107
85. H 0.101
86. H 0.119
87. H 0.117
88. H 0.115
89. H 0.111
90. H 0.137
91. H 0.003
92. H 0.143
93. H 0.120
94. H 0.113
95. H 0.027
96. C -0.171
97. Si 0.565
98. C -0.192
99. C -0.164